Version a
Density functional theory data (ωB97M-V/def2-TZVPD) for C9H15N2 as an isolated structure.

Its charge is +1. For the molecular weight, the calculation gives 151.233 g/mol.

Geometry as XYZ:
```
26
Properties=species:S:1:pos:R:3:mulliken_charge:R:1
C -1.782 1.099 1.366 -0.49
C -1.047 0.358 0.476 0.30
C 0.248 0.924 0.624 -0.05
C -2.445 -1.834 0.294 -1.25
C -2.192 -0.567 -1.735 -1.42
C 3.116 1.616 0.585 -1.20
C 2.513 -0.705 -0.271 -1.06
C -1.499 -0.830 -0.406 1.18
C 2.106 0.731 -0.146 0.27
N -0.837 1.887 1.901 -0.12
N 0.352 1.966 1.419 -0.13
H -2.711 0.775 1.770 0.47
H -2.569 -1.532 1.342 0.39
H -1.977 -2.819 0.151 0.33
H -3.380 -1.814 -0.330 0.34
H -3.138 0.025 -1.665 0.39
H -2.411 -1.568 -2.222 0.40
H -1.548 0.082 -2.517 0.30
H 3.073 1.327 1.679 0.34
H 2.782 2.618 0.382 0.36
H 4.112 1.431 0.199 0.40
H 1.747 -1.267 -0.937 0.30
H 2.843 -0.986 0.709 0.36
H 3.395 -0.702 -1.025 0.34
H -0.470 -1.373 -0.663 -0.21
H 1.719 1.159 -0.981 0.48
```



Version b
Density functional theory data (ωB97M-V/def2-TZVPD) for an isolated ion of composition C9H15N2 and charge +1.

Its charge is +1. For the molecular weight, the calculation gives 151.233 g/mol.

Geometry as XYZ:
```
26
Properties=species:S:1:pos:R:3:mulliken_charge:R:1
C 1.250 -0.878 -2.056 -0.90
C 0.691 -0.358 -1.005 0.29
C -0.607 0.104 -0.702 0.92
C -1.125 1.338 -1.238 -0.70
C -2.392 1.551 -0.735 -0.56
N -2.653 0.466 0.122 0.01
C -1.567 -0.316 0.173 -0.12
C -1.634 -1.548 0.984 -1.48
N 1.664 -0.057 0.096 -0.07
C 1.677 1.485 0.327 -0.92
C 1.574 -0.685 1.411 -1.15
H 2.350 -1.199 -2.214 0.22
H 0.750 -1.349 -2.909 0.33
H -0.601 2.090 -1.838 0.39
H -3.254 2.160 -0.859 0.47
H -3.528 0.265 0.608 0.25
H -2.481 -2.272 0.692 0.36
H -0.686 -2.046 0.836 0.33
H -1.738 -1.411 2.062 0.36
H 2.663 -0.049 -0.170 0.42
H 0.642 1.688 0.692 0.41
H 2.287 1.791 1.176 0.40
H 1.833 2.035 -0.580 0.37
H 0.669 -0.486 1.922 0.49
H 1.789 -1.817 1.332 0.35
H 2.427 -0.501 1.872 0.51
```



Least stable = version a



Version a
Density functional theory data (ωB97M-V/def2-TZVPD) for an isolated ion of composition C2H3NOPS and charge +1.

Its charge is +1. For the molecular weight, the calculation gives 120.093 g/mol.

Geometry as XYZ:
```
9
Properties=species:S:1:pos:R:3:mulliken_charge:R:1
C 2.051 -0.115 0.012 -0.86
C 0.663 0.244 0.121 0.62
N -0.490 0.515 -0.175 0.14
O -1.758 0.439 -0.069 -0.36
P -3.106 -0.859 -0.133 0.45
S -4.510 0.359 0.047 0.03
H 2.114 -0.836 -0.698 0.31
H 2.484 -0.471 1.026 0.33
H 2.553 0.723 -0.131 0.34
```



Version b
Density functional theory data (ωB97M-V/def2-TZVPD) for an isolated ion of composition C2H3NOPS and charge +1.

Its charge is +1. For the molecular weight, the calculation gives 120.093 g/mol.

Geometry as XYZ:
```
9
Properties=species:S:1:pos:R:3:mulliken_charge:R:1
C -0.247 0.185 -0.234 -0.68
C -1.220 -0.703 0.211 0.39
N -2.466 -1.519 0.050 0.07
O -3.258 -2.305 0.599 -0.22
P -4.487 -3.192 -0.579 0.50
S -5.810 -3.858 0.597 0.01
H -0.554 0.757 -1.115 0.32
H 0.684 -0.354 -0.449 0.30
H -0.056 0.896 0.581 0.31
```



Least stable = version b



Version a
Density functional theory data (ωB97M-V/def2-TZVPD) for one molecule with the formula C5H10O3.

For the molecular weight, the calculation gives 118.132 g/mol.

Geometry as XYZ:
```
18
Properties=species:S:1:pos:R:3:mulliken_charge:R:1
C -0.013 2.147 0.106 -1.54
C 0.725 0.817 0.175 0.74
O 2.006 1.010 -0.368 -0.58
O 0.802 0.422 1.516 -0.57
C 0.018 -0.278 -0.641 0.15
C -1.336 -0.801 -0.139 -0.73
C -0.628 -2.156 -0.065 -0.40
O 0.632 -1.561 -0.405 -0.49
H -1.021 2.030 0.491 0.35
H -0.041 2.497 -0.921 0.37
H 0.528 2.865 0.718 0.39
H 2.462 0.158 -0.397 0.37
H 1.126 -0.489 1.539 0.38
H 0.047 -0.014 -1.703 0.46
H -2.161 -0.727 -0.837 0.32
H -1.617 -0.397 0.828 0.25
H -0.932 -2.890 -0.817 0.27
H -0.596 -2.632 0.920 0.26
```



Version b
Density functional theory data (ωB97M-V/def2-TZVPD) for one molecule with the formula C5H10O3.

For the molecular weight, the calculation gives 118.132 g/mol.

Geometry as XYZ:
```
18
Properties=species:S:1:pos:R:3:mulliken_charge:R:1
C -1.139 -0.948 1.241 -1.41
C -0.152 -0.840 0.095 1.41
C 0.062 -2.092 -0.811 -1.36
O -0.705 0.144 -0.841 -0.43
C -0.809 1.489 -0.445 -0.19
O 0.356 1.831 0.285 -0.40
C 1.428 0.976 -0.031 -0.17
O 1.137 -0.385 0.585 -0.46
H -0.998 -1.910 1.931 0.31
H -1.156 -0.012 1.785 0.34
H -2.170 -1.074 0.766 0.30
H 0.684 -1.755 -1.654 0.33
H -0.922 -2.559 -1.177 0.29
H 0.622 -2.789 -0.162 0.37
H -1.688 1.723 0.175 0.29
H -0.851 2.074 -1.399 0.26
H 1.496 0.759 -1.216 0.25
H 2.343 1.314 0.427 0.27
```



Version c
Density functional theory data (ωB97M-V/def2-TZVPD) for one molecule with the formula C5H10O3.

For the molecular weight, the calculation gives 118.132 g/mol.

Geometry as XYZ:
```
18
Properties=species:S:1:pos:R:3:mulliken_charge:R:1
C -1.563 -2.147 -0.441 -0.68
C -1.296 -1.227 0.467 -0.67
C -0.603 0.077 0.142 1.36
C -1.128 1.219 1.017 -1.46
O -0.761 0.374 -1.216 -0.60
O 0.757 -0.201 0.445 -0.20
O 1.576 0.936 0.138 -0.26
C 2.734 0.514 -0.535 -0.54
H -2.061 -3.067 -0.179 0.29
H -1.326 -1.990 -1.483 0.25
H -1.521 -1.365 1.517 0.29
H -0.921 1.002 2.059 0.35
H -2.196 1.321 0.863 0.36
H -0.633 2.147 0.745 0.38
H -0.156 1.101 -1.421 0.37
H 3.297 1.433 -0.694 0.25
H 2.491 0.050 -1.502 0.28
H 3.310 -0.178 0.076 0.22
```



Least stable = version c



Version a
Density functional theory data (ωB97M-V/def2-TZVPD) for one molecule with the formula C4H4N2S.

For the molecular weight, the calculation gives 112.157 g/mol.

Geometry as XYZ:
```
11
Properties=species:S:1:pos:R:3:mulliken_charge:R:1
C -1.378 -0.057 0.066 -0.25
C -1.314 1.025 -0.678 -0.21
C -0.102 -1.598 1.340 -0.48
C 1.022 0.189 -0.375 0.41
N -0.142 -0.557 0.466 0.16
N 2.164 -0.209 -0.124 -0.53
S 0.322 1.507 -1.257 -0.14
H -2.309 -0.290 0.656 0.31
H -2.308 1.591 -0.995 0.27
H 1.027 -1.936 1.426 0.20
H 3.017 0.335 -0.524 0.27
```



Version b
Density functional theory data (ωB97M-V/def2-TZVPD) for a 2-piece molecular cluster, C4H4N2S overall.

For the molecular weight, the calculation gives 112.157 g/mol.

Geometry as XYZ:
```
11
Properties=species:S:1:pos:R:3:mulliken_charge:R:1
C -2.724 -0.035 0.111 0.21
C 2.085 -0.315 0.009 0.25
C -3.225 1.124 -0.084 -0.47
C 2.985 -1.277 0.083 -0.64
N 0.753 1.345 1.009 -0.66
N 1.444 0.535 0.683 0.55
S -1.986 -1.369 0.481 -0.31
H -3.591 1.461 -1.029 0.26
H -3.075 1.801 0.620 0.30
H 3.405 -1.880 -0.669 0.27
H 3.525 -1.732 0.901 0.23
```



Version c
Density functional theory data (ωB97M-V/def2-TZVPD) for one molecule with the formula C4H4N2S.

For the molecular weight, the calculation gives 112.157 g/mol.

Geometry as XYZ:
```
11
Properties=species:S:1:pos:R:3:mulliken_charge:R:1
C 0.663 0.035 2.053 -0.09
C -0.363 -0.096 0.117 0.33
C 0.143 1.202 0.028 -0.17
C -0.870 -0.515 -1.187 -0.25
N -0.026 -0.694 1.273 -0.60
N -0.181 0.469 -2.023 -0.49
S 1.256 1.542 1.392 -0.05
H 1.155 -0.254 2.939 0.42
H -0.512 -1.434 -1.361 0.33
H -2.061 -0.476 -1.318 0.26
H 0.797 0.221 -1.913 0.30
```



Least stable = version b



Version a
Density functional theory data (ωB97M-V/def2-TZVPD) for one molecule with the formula C21H31N5O3.

For the molecular weight, the calculation gives 401.511 g/mol.

Geometry as XYZ:
```
60
Properties=species:S:1:pos:R:3:mulliken_charge:R:1
C 4.017 6.217 -1.867 -1.18
C 2.866 6.423 -0.887 -0.78
C 2.477 5.193 -0.064 0.54
C 3.510 4.776 0.991 -0.93
C 3.100 3.348 1.324 -1.04
C 2.844 2.745 -0.072 1.37
O 4.079 2.419 -0.676 -0.69
C 2.025 1.458 0.013 0.11
O 2.553 0.380 -0.240 -0.78
N 0.741 1.556 0.407 0.05
C -0.087 0.375 0.577 -0.73
C -0.538 -0.181 -0.773 -1.12
N -1.294 -1.414 -0.611 0.44
C -2.576 -1.279 -0.201 0.41
O -3.093 -0.186 -0.007 -0.66
C -3.401 -2.516 0.031 0.26
C -4.587 -2.705 -0.661 -0.55
C -5.410 -3.800 -0.385 -0.64
N -5.155 -4.719 0.543 -0.65
C -4.025 -4.507 1.195 0.47
C -3.108 -3.463 1.006 0.43
N -2.046 -3.594 1.883 -0.50
C -2.324 -4.675 2.556 -0.25
N -3.496 -5.279 2.204 0.10
C -4.100 -6.464 2.773 -0.83
C -0.659 -2.682 -0.999 0.49
C 0.636 -2.906 -0.228 -1.44
C -0.450 -2.742 -2.509 -1.44
C 2.198 3.903 -0.866 -1.36
H 4.307 7.168 -2.317 0.40
H 4.898 5.800 -1.379 0.27
H 3.744 5.544 -2.680 0.31
H 3.123 7.226 -0.188 0.36
H 1.989 6.775 -1.439 0.35
H 1.562 5.452 0.481 0.27
H 4.515 4.770 0.564 0.30
H 3.511 5.443 1.854 0.46
H 3.846 2.766 1.864 0.40
H 2.173 3.354 1.908 0.29
H 4.120 1.448 -0.672 0.41
H 0.349 2.464 0.583 0.36
H 0.487 -0.383 1.110 0.21
H -0.958 0.640 1.172 0.55
H -1.159 0.557 -1.281 0.27
H 0.339 -0.383 -1.383 0.49
H -4.889 -1.988 -1.412 0.50
H -6.329 -3.932 -0.944 0.40
H -1.703 -5.087 3.339 0.44
H -3.389 -6.932 3.449 0.33
H -5.005 -6.207 3.320 0.30
H -4.358 -7.163 1.979 0.31
H -1.356 -3.472 -0.727 0.15
H 1.077 -3.860 -0.521 0.47
H 1.368 -2.123 -0.433 0.27
H 0.432 -2.936 0.842 0.33
H -0.050 -3.717 -2.789 0.42
H -1.392 -2.592 -3.038 0.37
H 0.261 -1.986 -2.846 0.33
H 1.128 3.755 -1.024 0.32
H 2.664 3.913 -1.849 0.26
```



Version b
Density functional theory data (ωB97M-V/def2-TZVPD) for one molecule with the formula C21H31N5O3.

For the molecular weight, the calculation gives 401.511 g/mol.

Geometry as XYZ:
```
60
Properties=species:S:1:pos:R:3:mulliken_charge:R:1
C 4.584 -1.514 -6.322 -1.30
C 4.432 -1.994 -4.884 -0.67
C 3.797 -0.957 -3.967 0.78
C 4.674 0.261 -3.657 -0.99
C 3.980 0.871 -2.446 -1.07
C 3.679 -0.358 -1.559 1.49
O 4.801 -0.658 -0.755 -0.72
C 2.505 -0.087 -0.620 0.12
O 2.700 0.051 0.583 -0.77
N 1.280 0.028 -1.170 0.03
C 0.117 0.346 -0.361 -0.75
C -0.346 -0.870 0.438 -1.11
N -1.457 -0.535 1.316 0.45
C -2.670 -0.419 0.728 0.40
O -2.841 -0.615 -0.469 -0.66
C -3.855 -0.029 1.569 0.24
C -4.965 -0.855 1.637 -0.54
C -6.110 -0.460 2.336 -0.64
N -6.245 0.707 2.961 -0.65
C -5.176 1.479 2.869 0.47
C -3.968 1.197 2.215 0.45
N -3.091 2.259 2.352 -0.50
C -3.756 3.128 3.060 -0.25
N -5.015 2.735 3.408 0.10
C -6.010 3.471 4.156 -0.83
C -1.209 -0.458 2.764 0.49
C -0.132 0.573 3.081 -1.44
C -0.876 -1.835 3.330 -1.44
C 3.465 -1.512 -2.570 -1.73
H 5.023 -2.285 -6.955 0.40
H 3.613 -1.247 -6.746 0.33
H 5.225 -0.632 -6.381 0.31
H 3.821 -2.902 -4.870 0.34
H 5.407 -2.273 -4.470 0.35
H 2.873 -0.597 -4.439 0.19
H 5.677 -0.073 -3.378 0.31
H 4.765 0.954 -4.494 0.47
H 4.570 1.601 -1.893 0.40
H 3.046 1.348 -2.762 0.34
H 4.553 -0.387 0.145 0.39
H 1.171 -0.117 -2.159 0.35
H 0.376 1.155 0.322 0.21
H -0.685 0.681 -1.015 0.54
H -0.655 -1.659 -0.248 0.26
H 0.483 -1.233 1.041 0.48
H -4.954 -1.810 1.130 0.50
H -6.964 -1.126 2.382 0.40
H -3.375 4.093 3.363 0.43
H -5.550 4.368 4.566 0.33
H -6.843 3.753 3.513 0.29
H -6.389 2.856 4.970 0.31
H -2.140 -0.126 3.218 0.15
H 0.022 0.622 4.161 0.47
H 0.823 0.313 2.619 0.27
H -0.444 1.556 2.732 0.33
H -0.771 -1.774 4.414 0.42
H -1.667 -2.550 3.099 0.37
H 0.064 -2.217 2.929 0.32
H 2.465 -1.944 -2.520 0.35
H 4.169 -2.299 -2.296 0.43
```



Least stable = version a